C12H32NO2P | wB97M-V/def2-TZVPD

Element x y z (Å)
C -3.11201 2.85463 1.30438
C -2.48741 1.98803 0.21866
C -1.00834 1.69738 0.45503
C -0.32338 1.03739 -0.73921
P 1.26196 0.07731 -0.33132
C 0.42801 -1.25313 0.65627
C -0.83677 -1.84846 0.03326
C 3.00164 -0.66706 -0.08969
C 4.05133 0.25304 -0.70118
C 5.30033 -0.43883 -1.25217
C 5.96287 0.35759 -2.36320
N 7.17413 -0.30904 -2.84074
H -2.98013 2.40639 2.29333
H -4.18392 2.98457 1.14478
H -2.65253 3.84605 1.32824
H -2.59479 2.47362 -0.75689
H -3.02693 1.03847 0.15246
H -0.49702 2.64021 0.68098
H -0.91159 1.07853 1.35704
H -1.02778 0.41212 -1.29733
H 0.01369 1.81062 -1.44078
H 1.48627 -0.05124 -1.74653
H 1.72622 1.25217 0.34632
H 1.17112 -2.03082 0.82593
H 0.19682 -0.83003 1.63711
H -1.69100 -1.17553 0.08438
H -1.11104 -2.76269 0.56458
H -0.68043 -2.11183 -1.01487
H 3.17984 -0.82429 0.98077
H 3.03166 -1.65279 -0.57276
H 3.59428 0.83748 -1.51730
H 4.34923 0.99257 0.04866
H 5.05585 -1.43307 -1.63672
H 6.02817 -0.59299 -0.44781
H 5.27341 0.43543 -3.20884
H 6.14620 1.38370 -2.00892
H 7.93224 -0.20176 -2.17494
H 7.49410 0.10485 -3.70825
O -6.64369 -0.41444 1.93247
C -5.57922 -1.25851 2.36484
C -4.94864 -1.96867 1.18696
O -4.49096 -1.04151 0.22203
H -7.38712 -0.96697 1.66528
H -4.84975 -0.59136 2.82518
H -5.91633 -1.97842 3.11674
H -4.08575 -2.55013 1.51615
H -5.67417 -2.66407 0.74205
H -5.15871 -0.34450 0.16557

The calculation puts the total energy at -27834.535 eV. The gap between HOMO and LUMO comes out at 8.317 eV.